Run P
C12H14NO2 | ωB97M-V/def2-TZVPD

Results
Kohn-Sham gap	6.6	eV
HOMO	-3.64	eV
E_LUMO	2.9	eV
charge	-1

Geometry (Å):
C -2.3850 2.1449 -1.1640
C 0.2912 -0.3921 -1.9117
C -0.9541 -0.0591 -1.2822
C -1.1811 1.3727 -1.5396
C 0.0056 1.8533 -2.0590
C 0.6679 -1.7471 -1.8918
C -0.0617 -2.6893 -1.2276
C -1.5339 -0.9511 -0.4083
C -1.1243 -2.2970 -0.2906
N 0.8085 0.7810 -2.5130
H 1.7878 0.9609 -2.7208
H 1.5502 -1.9255 -2.4052
H 0.2703 2.7617 -2.6231
H 0.0304 -3.6960 -1.4869
H -2.3322 -0.6051 0.2640
H -3.0290 1.5043 -0.4176
H -2.8857 2.3996 -2.1100
H -1.6703 -2.8959 0.4034
H -2.1270 2.9593 -0.5010
C 1.7461 0.2124 2.1628
C 0.3223 0.5588 2.6490
C 2.5694 -0.6652 3.0201
O 2.0124 -1.0159 4.0475
O 3.6411 -1.1647 2.4650
H 1.5554 -0.4364 1.2505
H 2.3279 1.0858 1.8757
H -0.4711 -0.1564 2.3557
H -0.1381 1.4764 2.3479
H 0.3068 0.6257 3.7107



Run Q
C12H14NO2 | ωB97M-V/def2-TZVPD

Results
Kohn-Sham gap	7.0	eV
HOMO	-3.65	eV
E_LUMO	3.4	eV
charge	-1

Geometry (Å):
C 0.7102 -2.3939 -2.0404
C 0.7724 -1.1760 -2.6977
C 0.2896 -2.0184 -0.7409
C 0.7363 -0.1905 -1.7975
C -0.3305 2.6731 1.2684
C 0.6122 1.7076 1.0610
C 0.2687 -0.3624 2.4672
C -1.6751 2.1320 1.2960
C -1.4993 0.7310 0.6912
C -0.0496 0.4617 1.0765
C -0.0191 -3.0762 0.3610
C 0.9121 1.2750 -2.0396
N 0.4493 -0.6972 -0.5370
O 0.9522 -1.3734 2.4163
O -0.2967 0.1836 3.3996
H 0.6978 -3.3417 -2.5152
H 1.0871 -1.0388 -3.7396
H -0.0130 3.7043 1.6410
H 1.6090 1.9346 0.9864
H -2.0876 2.1703 2.3503
H -2.4031 2.7627 0.7679
H -2.0071 -0.0982 1.1034
H -1.4605 0.8112 -0.3575
H -1.0193 -2.9368 0.8606
H 0.0215 -4.0090 -0.0803
H 0.7860 -3.0191 1.1238
H 1.4541 1.7110 -1.1599
H 1.5061 1.5253 -2.9309
H -0.0036 1.9482 -2.2340



Which structure wins on stability? run P wins.



Run P
C4H7ClN2S | ωB97M-V/def2-TZVPD

Results
Kohn-Sham gap	8.0	eV
HOMO	-8.71	eV
E_LUMO	-0.7	eV
structure (SMILES)	C=NNCC(=S)CCl
charge	0

Geometry (Å):
C 1.0733 -1.2393 0.9981
C -0.3287 -0.8460 0.4220
C -1.1938 0.2667 0.8284
C -0.5994 2.1315 -2.0887
H 1.5028 -1.9535 0.3859
H 0.9422 -1.7301 1.9821
H -0.8996 0.7371 1.8190
H -2.3238 0.0321 0.8851
H -0.3454 2.1450 0.3837
H 0.3421 2.6293 -1.9774
H -0.9146 1.9615 -3.1588
N -1.0825 1.3898 0.0669
N -1.2482 1.4154 -1.2843
S -0.8224 -1.8276 -0.7980
Cl 2.2037 0.2298 1.1772



Run Q
C4H7ClN2S | ωB97M-V/def2-TZVPD

Results
Kohn-Sham gap	8.4	eV
HOMO	-8.90	eV
E_LUMO	-0.5	eV
structure (SMILES)	C/N=C\NC(=S)CCl
charge	0

Geometry (Å):
C -1.8806 0.4552 -0.1840
C -0.3870 -1.0659 -1.0822
C 1.0469 -0.2535 0.9303
C 1.1538 0.9289 0.1969
H -1.5984 -0.2523 0.8083
H -2.8293 0.5891 -0.5161
H -1.1190 1.5194 0.0506
H 0.0717 -1.7478 -1.7440
H 0.8108 -2.2317 0.3423
H 0.4939 0.9524 -0.7707
H 2.1808 0.5770 -0.3292
N -1.3741 -0.3043 -1.3660
N 0.2558 -1.1920 0.2841
S 1.7488 -0.6618 2.3801
Cl 1.4260 2.6873 0.9996



Which structure wins on stability? run P wins.



Run P
C26H35N2Sn | ωB97M-V/def2-TZVPD

Results
Kohn-Sham gap	5.6	eV
HOMO	-9.40	eV
E_LUMO	-3.8	eV
charge	+1

Geometry (Å):
C 1.0813 -2.6184 0.3279
C 1.9692 -1.7991 -0.4595
C 1.4763 -1.7923 -1.8027
C 0.2409 -2.5089 -1.8288
C 0.0128 -3.0479 -0.5238
Sn -0.2008 -0.1344 0.0998
C -2.8720 0.9088 -0.3865
C -2.6427 0.5242 0.9436
H -2.7785 1.2189 1.7755
C -2.1319 -0.8062 1.2255
H -2.6111 -1.6378 0.6870
H -1.8241 -1.0784 2.2460
C -2.7793 2.3421 -0.7895
H -2.1162 2.9040 -0.1161
H -2.3503 2.4155 -1.7953
H -3.7487 2.8599 -0.8043
C -3.2619 -0.1084 -1.4175
H -2.9992 -1.1395 -1.1331
H -4.3486 -0.1249 -1.6153
H -2.7609 0.0944 -2.3739
C 3.2007 -1.1217 0.0274
H 3.1403 -0.8657 1.0968
H 4.0562 -1.8044 -0.1013
H 3.4243 -0.2005 -0.5338
C 2.1557 -1.1181 -2.9348
H 2.6006 -0.1621 -2.6199
H 2.9739 -1.7490 -3.3181
H 1.4689 -0.9243 -3.7667
C -0.6994 -2.6115 -2.9691
H -0.6914 -1.6968 -3.5812
H -0.4402 -3.4526 -3.6296
H -1.7300 -2.7809 -2.6202
C -1.1387 -3.8899 -0.1110
H -2.0765 -3.5875 -0.6043
H -0.9526 -4.9393 -0.3901
H -1.2945 -3.8592 0.9783
C 1.3141 -3.0565 1.7288
H 0.3765 -3.2617 2.2689
H 1.8922 -3.9965 1.6979
H 1.9038 -2.3268 2.3035
C 0.3279 1.3726 -1.4610
C 1.1015 2.4673 -1.0660
C -0.1103 1.3042 -2.7888
C 1.3334 3.5339 -1.9554
H 1.5372 2.4969 -0.0620
C 0.2571 2.2985 -3.7182
H -0.7324 0.4692 -3.1416
C 0.9646 3.4284 -3.2932
H 1.8220 4.4393 -1.5893
H -0.0291 2.1847 -4.7600
H 1.2019 4.2205 -4.0020
N 0.9189 2.6684 5.8525
C 0.6834 2.0569 4.6630
C 0.7119 0.6464 4.5619
C 0.4954 0.0661 3.3224
N 0.3653 0.8175 2.1950
C 0.2160 2.1619 2.3005
C 0.4184 2.8306 3.5012
H 1.1170 2.1474 6.6876
H 0.9216 3.6701 5.9495
H 0.8958 0.0278 5.4370
H 0.4260 -1.0253 3.2401
H -0.0690 2.7379 1.4100
H 0.3872 3.9122 3.5368



Run Q
C26H35N2Sn | ωB97M-V/def2-TZVPD

Results
Kohn-Sham gap (spin up / spin down)	5.6 / 5.6	eV
HOMO (spin up / spin down)	-9.30 / -9.20	eV
E_LUMO (spin up / spin down)	-3.7 / -3.6	eV
charge	+1

Geometry (Å):
C 1.5406 -3.0648 0.1860
C 2.4956 -2.4068 -0.6353
C 2.0188 -2.4335 -1.9725
C 0.7555 -3.0898 -1.9770
C 0.4604 -3.4810 -0.6451
Sn -0.7613 -0.0590 0.8601
C -2.5546 2.4716 -0.5007
C -2.7165 1.8884 0.8869
H -2.7393 2.6247 1.6960
C -2.9782 0.5406 1.1947
H -3.4711 -0.1469 0.4899
H -3.1473 0.2742 2.2466
C -3.3104 3.8190 -0.5287
H -2.8718 4.5530 0.1616
H -3.3345 4.2459 -1.5369
H -4.3524 3.6387 -0.2233
C -3.1803 1.5617 -1.5756
H -2.7678 0.5512 -1.5447
H -4.2696 1.5158 -1.4566
H -2.9500 1.9747 -2.5623
C 3.7574 -1.7831 -0.1948
H 3.9554 -1.9960 0.8613
H 4.6015 -2.1629 -0.7875
H 3.7364 -0.6903 -0.3245
C 2.7075 -1.8608 -3.1443
H 2.5139 -0.7821 -3.2542
H 3.7935 -1.9941 -3.0570
H 2.3720 -2.3513 -4.0656
C -0.0906 -3.3442 -3.1597
H 0.1241 -2.6226 -3.9578
H 0.0842 -4.3524 -3.5684
H -1.1561 -3.2753 -2.9034
C -0.7558 -4.2068 -0.2232
H -1.6540 -3.7765 -0.6881
H -0.7123 -5.2663 -0.5234
H -0.8794 -4.1754 0.8652
C 1.6628 -3.2556 1.6472
H 0.9039 -3.9566 2.0146
H 2.6490 -3.6712 1.9031
H 1.5490 -2.3110 2.2072
C -0.3648 1.3493 -0.7922
C -1.1035 2.6087 -0.8744
C 0.4318 0.9218 -1.8421
C -0.8393 3.4375 -2.0882
H -0.4192 2.8985 -0.0015
C 0.5943 1.7008 -2.9983
H 0.9144 -0.0633 -1.8140
C -0.0208 2.9713 -3.0786
H -1.3496 4.3996 -2.1863
H 1.2064 1.3283 -3.8220
H 0.1523 3.5853 -3.9660
N 0.6174 -0.9417 3.6942
C 0.6861 0.4391 3.7397
C 1.3452 1.0749 4.8063
C 1.3369 2.4626 4.8658
C 0.7247 3.1678 3.8205
C 0.1754 2.4763 2.7518
N 0.1421 1.1161 2.7034
H -0.2649 -1.3512 3.3870
H 1.0119 -1.4247 4.4939
H 1.8055 0.4503 5.5740
H 1.7908 2.9933 5.6999
H 0.6669 4.2557 3.8170
H -0.2678 3.0002 1.9003



Which structure wins on stability? run P wins.



Run P
C3H15N2O3 | ωB97M-V/def2-TZVPD

Results
Kohn-Sham gap	9.2	eV
HOMO	-12.12	eV
E_LUMO	-2.9	eV
charge	+1

Geometry (Å):
C -1.1702 0.4281 2.2494
C -0.5777 0.4325 0.8904
C -0.9409 -0.4223 -0.0691
N -2.0441 -1.2161 -0.0173
N 0.6212 1.2704 0.6975
H -1.3003 -0.5717 2.6418
H -2.0707 1.0262 2.4418
H -0.5072 0.9081 2.9887
H -0.3561 -0.5820 -0.9704
H -2.6077 -1.2291 0.8157
H -1.9976 -2.1065 -0.4962
H 0.3577 2.2453 0.5428
H 1.1895 0.9510 -0.0973
H 1.1987 1.1804 1.5317
H 3.9154 0.5084 -0.0110
H 3.8256 0.0496 -1.4616
O 3.3853 -0.0399 -0.6075
H -1.2449 -4.6568 -3.3717
H -2.0184 -5.6181 -2.5190
O -1.8056 -4.6777 -2.5765
H 0.8820 4.5695 -0.5688
H 1.9660 3.8435 -1.3579
O 1.3001 3.7075 -0.6753



Run Q
C3H15N2O3 | ωB97M-V/def2-TZVPD

Results
Kohn-Sham gap	10.9	eV
HOMO	-13.71	eV
E_LUMO	-2.8	eV
charge	+1

Geometry (Å):
N 0.3009 -0.2680 0.5090
C 0.7330 1.0156 -0.1108
C 2.0821 0.8577 -0.8196
O 2.9803 0.3467 0.1919
C -0.2928 1.3981 -1.2035
N -1.6553 1.3480 -0.6515
H 0.7058 -0.4521 1.4252
H 0.3655 -1.1626 -0.0029
H -0.7134 -0.1348 0.6394
H 0.8357 1.7061 0.7243
H 2.3694 1.8313 -1.2049
H 2.0971 0.1105 -1.6218
H 3.4967 -0.3314 -0.2069
H 0.0337 2.3728 -1.5524
H -0.2350 0.6643 -2.0008
H -2.1678 2.2126 -0.7115
H -2.1709 0.5906 -1.0813
H -3.1866 -0.4120 1.4256
H -2.7414 -1.7782 2.0859
O -2.4803 -1.0382 1.5407
H -1.5645 -2.4075 0.5933
H -0.9547 -3.4327 -0.2776
O -0.7043 -2.6606 0.2055



Which structure wins on stability? run Q wins.